ORCA calculation (ωB97M-V with the def2-TZVPD basis set) on 2 unconnected molecules or ions with the total composition C5H13NSi.

Values from the calculation:
2S+1: 3
Lowest unoccupied orbital energy (alpha / beta) (eV): 0.979 / -0.873
HOMO-LUMO gap (alpha / beta) (eV): 7.149 / 8.326
Charge: 0
Energy relative to the best compared isomer or geometry (same formula, charge and spin) (kJ/mol): 33.9
Molecular weight (u): 115.25

Last columns: bonded neighbours and bond lengths (Å).
Positions of all 20 atoms, in Å:
1 C 1.04 1.89 -0.63  C2 1.277, C3 1.537, H8 1.064
2 C 0.04 1.21 -1.06  C1 1.277, C4 1.475
3 C 2.27 1.51 0.21  C1 1.537, H9 1.060, H10 1.082, H11 1.069
4 C -0.96 1.48 -2.11  C2 1.475, H12 1.046, H13 1.114, H14 1.077
5 C 0.37 -2.07 1.88  Si7 1.875, H15 1.135, H16 1.117, H17 1.110
6 N -2.31 -2.17 0.90  Si7 1.708, H18 1.011, H19 1.047
7 Si -0.74 -1.70 0.42  C5 1.875, N6 1.708, H20 1.542
8 H 1.13 2.89 -0.97  C1 1.064
9 H 2.13 0.50 0.49  C3 1.060
10 H 3.21 1.80 -0.24  C3 1.082
11 H 2.09 2.15 1.05  C3 1.069
12 H -1.85 1.88 -1.74  C4 1.046
13 H -0.69 2.37 -2.73  C4 1.114
14 H -1.25 0.67 -2.76  C4 1.077
15 H 1.36 -1.63 1.55  C5 1.135
16 H -0.08 -1.44 2.69  C5 1.117
17 H 0.39 -3.09 2.33  C5 1.110
18 H -2.88 -2.35 0.09  N6 1.011
19 H -2.71 -1.45 1.56  N6 1.047
20 H -0.55 -2.46 -0.92  Si7 1.542

ORCA calculation (ωB97M-V with the def2-TZVPD basis set) on 2 unconnected molecules or ions with the total composition C5H13O.

Values from the calculation:
2S+1: 2
Lowest unoccupied orbital energy (alpha / beta) (eV): 6.733 / 6.635
HOMO-LUMO gap (alpha / beta) (eV): 1.946 / 6.421
Charge: -2
Energy relative to the best compared isomer or geometry (same formula, charge and spin) (kJ/mol): 72.4
Molecular weight (u): 89.16

Last columns: bonded neighbours and bond lengths (Å).
Positions of all 19 atoms, in Å:
1 C -1.19 -0.76 1.65  O2 1.399, C3 1.571, H4 1.139, H5 1.122
2 O -0.33 -0.39 0.61  C1 1.399
3 C -2.59 -1.22 1.12  C1 1.571, H6 1.087, H7 1.121, H8 1.116
4 H -1.33 0.05 2.43  C1 1.139
5 H -0.73 -1.52 2.34  C1 1.122
6 H -3.35 -1.10 1.89  C3 1.087
7 H -2.58 -2.32 0.90  C3 1.121
8 H -2.71 -0.57 0.22  C3 1.116
9 C 2.08 0.96 0.02  C10 1.575, H12 1.090, H13 1.096, H14 1.089
10 C 1.65 0.25 -1.32  C9 1.575, C11 1.543, H15 1.067, H16 1.103
11 C 0.33 0.84 -1.85  C10 1.543, H17 1.118, H18 1.098, H19 1.091
12 H 2.18 2.02 -0.18  C9 1.090
13 H 3.06 0.62 0.39  C9 1.096
14 H 1.31 0.68 0.74  C9 1.089
15 H 1.59 -0.78 -1.08  C10 1.067
16 H 2.50 0.37 -2.01  C10 1.103
17 H -0.01 0.30 -2.76  C11 1.118
18 H -0.43 0.70 -1.06  C11 1.098
19 H 0.54 1.89 -2.08  C11 1.091

ORCA calculation (ωB97M-V with the def2-TZVPD basis set) on 2 unconnected molecules or ions with the total composition C5H13O2.

Values from the calculation:
Lowest unoccupied orbital energy (eV): 3.176
HOMO-LUMO gap (eV): 5.143
Charge: -1
Energy relative to the best compared isomer or geometry (same formula, charge and spin) (kJ/mol): 133.4
Molecular weight (u): 105.16

Last columns: bonded neighbours and bond lengths (Å).
Positions of all 20 atoms, in Å:
1 C 1.05 0.19 -0.58  O2 1.354, C3 1.546, H7 1.118, H8 1.123
2 O 2.00 -0.01 -1.52  C1 1.354
3 C 1.06 1.59 0.08  C1 1.546, C4 1.536, H9 1.100, H10 1.089
4 C -0.28 2.12 0.61  C3 1.536, C5 1.553, H11 1.093, H12 1.079
5 C -0.70 1.43 1.94  C4 1.553, C6 1.532, H13 1.100, H14 1.093
6 C -1.62 0.23 1.70  C5 1.532, H15 1.094, H16 1.091, H17 1.084
7 H 0.04 -0.05 -0.99  C1 1.118
8 H 1.20 -0.55 0.25  C1 1.123
9 H 1.44 2.29 -0.68  C3 1.100
10 H 1.76 1.55 0.92  C3 1.089
11 H -1.09 2.01 -0.11  C4 1.093
12 H -0.07 3.16 0.78  C4 1.079
13 H -1.13 2.21 2.59  C5 1.100
14 H 0.22 1.17 2.46  C5 1.093
15 H -1.42 -0.55 2.45  C6 1.094
16 H -1.34 -0.24 0.76  C6 1.091
17 H -2.66 0.55 1.68  C6 1.084
18 H 0.01 -5.87 -4.67  O20 0.957
19 H 1.08 -5.24 -3.80  O20 0.964
20 O 0.46 -5.98 -3.84  H18 0.957, H19 0.964